Formula: C3H3AgLiO3
Source: OMol25
Level of theory: ωB97M-V/def2-TZVPD

Computed properties:
**Net charge**: +2
**E_HOMO (spin up / spin down)**: -17.313 / -17.306 eV
**E**: -495.4704 Eh
**2S+1**: 2
**Orbital gap (spin up / spin down)**: 7.512 / 7.017 eV
**⟨S²⟩**: 0.7552

Element x y z (Å)
H: -0.337 1.651 -0.870
C: -1.700 0.512 -0.576
C: -0.586 0.700 0.321
O: -0.478 -0.408 1.241
C: 0.493 -1.211 1.177
O: 1.415 -1.295 0.389
O: -1.541 1.355 -1.518
Li: 2.783 -2.726 0.887
H: -2.002 -0.516 -0.831
H: -0.426 1.629 0.877
Ag: 2.379 0.310 -1.097

Atoms 1-6, force components in eV/Å:
-1.9 -0.6 -1.3
3.9 0.0 -1.7
-0.4 0.3 0.2
1.3 -1.1 0.9
-1.2 0.6 0.2
1.2 -0.5 -0.1

Formula: C3H3AgLiO4
Source: OMol25
Level of theory: ωB97M-V/def2-TZVPD

Computed properties:
**E_HOMO (spin up / spin down)**: -8.606 / -7.689 eV
**E**: -571.4822 Eh
**2S+1**: 2
**Orbital gap (spin up / spin down)**: 7.344 / 6.434 eV
**⟨S²⟩**: 0.7652

Element x y z (Å)
O: 3.322 -0.309 0.150
O: -1.277 -1.145 0.101
C: -1.660 0.151 0.050
C: 0.021 -1.427 0.480
O: -2.872 0.378 -0.109
O: -0.784 1.057 0.145
C: 0.821 -2.197 -0.271
H: 0.281 -1.068 1.480
H: 1.874 -2.477 -0.236
H: 0.366 -2.793 -1.069
Li: -2.364 2.281 -0.058
Ag: 1.461 1.009 -0.250

Atoms 1-6, force components in eV/Å:
-1.3 1.0 -0.4
-0.6 -0.2 -0.1
-0.2 -1.1 -0.1
1.8 -0.5 0.2
0.2 0.6 0.1
0.1 1.3 0.0

Values of energy relative to the best compared isomer or geometry (same formula, charge and spin), in order: 131.1, 63.3, all in kcal per mole.